# C21H15BeCl3F3GeN2O5S

C21H15BeCl3F3GeN2O5S as an isolated structure in a non-equilibrium geometry (ωB97M-V/def2-TZVPD, OMol25).

Computed properties:
- orbital gap (spin up / spin down) (eV) = 7.336 / 6.421
- 2S+1 = 2
- expectation value of S² = 0.7531
- HOMO level (spin up / spin down) (eV) = -8.56 / -8.57

Geometry as XYZ:
```
52
Properties=species:S:1:pos:R:3:forces:R:3:mulliken_charge:R:1
Be 0.533 0.028 0.706 0.277 -0.194 0.020 -0.748
F 4.094 -1.683 4.385 -0.011 -0.034 0.016 -0.248
C 3.952 -0.369 4.122 -0.096 -0.009 -0.119 0.647
F 2.986 0.094 4.911 0.004 0.062 0.053 -0.226
F 5.101 0.226 4.500 0.023 -0.027 0.027 -0.282
C 3.689 -0.134 2.657 0.126 -0.015 0.083 0.018
C 4.774 0.027 1.818 0.098 0.069 -0.036 -0.155
C 4.609 0.230 0.451 0.042 -0.009 0.099 -1.194
C 3.325 0.251 -0.036 -0.133 -0.009 -0.060 0.127
N 2.273 0.057 0.762 -0.082 0.000 0.083 -0.089
C 2.399 -0.127 2.104 -0.290 -0.074 -0.069 0.434
S 0.839 -0.323 2.848 0.284 0.053 -0.303 -0.376
H 5.770 0.010 2.239 -0.005 0.002 0.019 0.472
H 5.451 0.381 -0.207 -0.002 -0.004 0.029 0.416
H 3.104 0.435 -1.081 -0.048 0.011 0.039 0.574
Cl -2.996 -0.034 -1.246 -0.027 -0.031 -0.211 -0.319
Ge -2.668 0.392 0.836 0.282 0.015 0.061 0.767
Cl -3.898 -1.010 1.936 -0.151 -0.190 0.128 -0.334
Cl -3.452 2.345 1.226 -0.137 0.224 0.030 -0.284
O 0.982 1.755 -1.591 0.186 -0.043 -0.125 -0.636
C 0.305 2.135 -0.658 -0.264 -0.262 0.173 0.522
O -0.183 1.321 0.258 -0.101 0.379 0.070 0.044
C -0.029 3.582 -0.455 0.051 -0.065 -0.069 0.183
C 0.119 4.451 -1.529 -0.017 0.070 -0.078 -0.448
C -0.143 5.801 -1.374 0.056 -0.113 -0.093 -0.538
C -0.533 6.244 -0.126 0.224 0.419 0.123 0.094
C -0.683 5.411 0.962 0.031 -0.180 0.053 -0.722
C -0.432 4.058 0.787 -0.053 0.055 0.021 -0.244
N -0.794 7.698 0.055 -0.998 -0.467 -0.280 0.999
O -0.745 8.400 -0.932 0.378 0.141 -0.008 -0.607
O -1.174 8.064 1.146 0.328 0.116 0.205 -0.603
H 0.439 4.055 -2.483 0.005 0.001 0.020 0.466
H -0.049 6.501 -2.190 0.008 -0.004 0.016 0.488
H -0.992 5.815 1.915 0.015 -0.002 -0.010 0.482
H -0.545 3.368 1.611 0.006 -0.004 0.010 0.594
C 1.296 -2.250 -1.583 0.001 -0.090 0.039 -1.545
C 0.249 -2.378 -0.521 -0.053 0.040 -0.177 1.001
O -0.118 -1.375 0.097 0.022 0.111 0.278 0.016
C -0.363 -3.672 -0.189 0.156 0.108 -0.136 0.722
C -0.031 -4.828 -0.897 -0.019 -0.077 -0.028 -0.399
C -0.582 -6.043 -0.530 -0.009 0.042 0.002 -0.791
C -1.462 -6.103 0.543 -0.018 -0.023 0.025 -0.355
C -1.799 -4.954 1.249 0.024 0.024 -0.038 -0.757
C -1.249 -3.738 0.886 -0.102 -0.051 0.083 -0.163
H 1.512 -1.200 -1.761 -0.030 0.022 0.011 0.214
H 0.948 -2.708 -2.509 0.008 -0.004 0.018 0.541
H 2.205 -2.773 -1.274 -0.018 0.008 -0.012 0.389
H 0.651 -4.783 -1.735 0.003 0.000 0.028 0.330
H -0.329 -6.941 -1.078 0.001 0.012 0.012 0.398
H -1.887 -7.056 0.834 -0.006 0.020 -0.014 0.393
H -2.488 -5.005 2.081 0.009 -0.011 -0.002 0.412
H -1.495 -2.838 1.434 0.019 -0.009 -0.006 0.320
```
Forces are in eV/Å.

***

# C4H9NOS

C4H9NOS as an isolated structure in a non-equilibrium geometry (ωB97M-V/def2-TZVPD, OMol25).

Computed properties:
- orbital gap (eV) = 9.583
- HOMO level (eV) = -8.83

Geometry as XYZ:
```
16
Properties=species:S:1:pos:R:3:forces:R:3:mulliken_charge:R:1
C 0.555 0.292 -0.676 1.348 -0.136 3.720 0.875
C 0.802 -0.795 -1.622 2.095 -1.931 -1.268 -1.049
C -0.806 0.842 -0.513 -1.875 1.482 -1.350 -1.362
C 0.251 0.000 2.053 -4.335 0.061 -2.654 -0.770
N 1.182 -0.239 1.017 -0.047 0.064 -3.610 -0.369
O 3.197 0.673 -0.354 0.056 -0.079 0.458 -0.561
S 1.939 1.054 0.284 -0.838 0.039 -1.325 0.414
H 1.922 -1.152 -1.752 -2.134 1.067 0.714 0.299
H 0.539 -0.415 -2.621 -0.203 -0.241 0.168 0.359
H 0.220 -1.732 -1.399 0.313 1.024 -0.187 0.217
H -0.962 1.422 0.367 0.393 0.602 0.643 0.373
H -1.613 0.122 -0.432 0.168 -0.798 -0.166 0.332
H -1.233 1.561 -1.311 1.322 -1.115 0.625 0.313
H 0.647 -0.407 2.900 0.978 0.002 2.915 0.377
H -0.351 0.957 1.981 1.551 -0.469 1.205 0.249
H -0.652 -0.691 1.864 1.209 0.429 0.112 0.304
```
Forces are in eV/Å.

***

# C35H60Al2BClF3I2N5O23S2

C35H60Al2BClF3I2N5O23S2 as an isolated structure in a non-equilibrium geometry (ωB97M-V/def2-TZVPD, OMol25).

Computed properties:
- orbital gap (eV) = 0.951
- HOMO level (eV) = -8.35

Geometry as XYZ:
```
134
Properties=species:S:1:pos:R:3:forces:R:3:mulliken_charge:R:1
C 1.917 4.908 0.798 -0.637 -0.491 0.651 -1.321
C 0.387 4.670 0.816 0.333 -0.552 -1.478 -0.534
C 0.046 3.202 1.138 0.120 0.669 0.714 -0.535
C -1.448 2.960 0.880 0.050 1.293 1.652 -0.550
C -2.202 3.209 2.219 -0.104 -0.242 -0.402 -1.837
N -1.931 1.718 0.198 -1.324 -0.090 -0.292 0.577
C -2.240 0.545 1.080 1.531 -1.414 -0.557 0.515
C -0.896 0.206 1.744 -0.830 0.398 1.013 0.685
C -1.010 -1.074 2.596 -0.133 -0.033 -0.922 -1.511
C 0.288 -1.871 2.714 -0.462 0.069 0.625 0.363
C 0.034 -3.078 3.600 -0.334 0.513 -1.748 0.697
F 1.142 -3.645 4.059 0.661 -0.200 0.484 -0.266
F -0.573 -4.008 2.825 -0.189 -0.719 -0.160 -0.315
F -0.800 -2.834 4.584 -0.163 0.071 1.266 -0.318
O 0.167 0.263 0.797 -0.201 0.595 -0.051 -0.573
C -0.161 0.206 -0.601 0.408 -1.672 0.214 0.176
C -0.370 -1.300 -0.881 0.581 -0.854 -0.791 0.196
C 0.950 -2.041 -1.224 -0.417 -0.355 0.956 -1.456
C 2.160 -1.681 -0.358 0.677 -0.130 -0.478 -0.129
C 3.250 -2.775 -0.362 0.804 1.341 -0.530 -0.897
C 4.671 -2.144 -0.328 0.477 -0.706 0.386 -1.317
C 5.478 -2.543 -1.568 -0.348 1.108 0.180 0.013
C 4.840 -2.138 -2.907 1.279 -0.610 -0.734 0.118
C 4.974 -3.267 -3.985 -0.285 0.222 0.037 -0.858
O 3.740 -3.622 -4.508 0.005 -0.228 -0.221 -0.486
C 3.195 -2.607 -5.374 -0.111 -0.367 0.574 -0.669
C -1.236 1.239 -1.069 -0.520 0.349 -0.520 1.740
C -0.737 2.476 -1.884 1.068 0.753 0.067 -2.267
C 0.769 2.804 -1.982 -0.485 1.020 -1.266 1.272
C 0.940 3.784 -3.185 1.249 -0.089 1.158 -0.989
S 2.738 3.897 -3.561 0.135 -0.067 -0.492 -0.242
C -2.315 0.603 -2.000 -0.282 0.096 1.410 -1.631
I -4.357 0.405 -1.396 0.176 0.375 0.058 0.111
C -2.109 0.103 -3.191 0.458 -0.330 -1.695 0.156
C -3.156 -0.506 -4.084 0.289 -0.567 0.060 -1.679
I -0.179 0.054 -4.140 -0.518 0.025 0.240 0.261
H 2.182 5.636 1.560 0.308 0.136 -0.230 0.400
H 2.402 3.960 1.050 0.188 0.130 0.098 0.312
H 2.274 5.191 -0.187 -0.015 0.403 0.062 0.181
H 0.037 4.808 -0.213 -0.109 0.439 0.122 0.072
H -0.172 5.376 1.428 0.109 -0.026 0.167 0.597
H 0.763 2.550 0.652 -0.344 -0.132 -0.234 0.275
H 0.233 3.099 2.212 0.013 -0.416 -0.027 0.742
H -1.816 3.814 0.315 0.139 -0.390 -0.752 0.752
H -3.241 2.879 2.181 0.009 0.010 0.078 0.424
H -1.690 2.776 3.076 -0.165 -0.222 -0.014 0.391
H -2.223 4.285 2.377 0.059 0.035 -0.005 0.531
H -2.858 2.005 -0.144 0.046 -0.001 -0.014 0.766
H -3.078 0.705 1.751 0.211 0.399 0.198 0.266
H -2.561 -0.360 0.471 0.496 1.337 0.466 -1.313
H -0.700 0.998 2.475 0.399 0.086 -0.276 0.338
H -1.431 -0.784 3.558 0.197 -0.007 0.096 0.530
H -1.750 -1.724 2.122 0.019 -0.084 0.141 0.065
H 1.141 -1.307 3.095 -0.011 0.048 -0.120 0.466
H 0.476 -2.307 1.735 0.437 0.200 -0.037 -0.678
H 0.792 0.402 -1.083 -0.137 0.717 -0.058 0.325
H -0.751 -1.837 -0.020 -0.402 0.457 0.255 -0.172
H -1.037 -1.588 -1.690 -0.252 0.430 0.103 0.769
H 0.710 -3.099 -1.048 0.047 -0.015 -0.183 0.508
H 1.209 -1.970 -2.283 0.052 0.148 0.033 -0.067
H 1.953 -1.405 0.672 -0.331 0.076 -0.072 0.480
H 2.644 -0.808 -0.804 -0.118 0.144 0.133 0.488
H 3.178 -3.429 0.531 0.375 0.819 -0.885 0.049
H 3.188 -3.330 -1.304 -0.313 -0.522 0.374 0.949
H 5.229 -2.480 0.551 -0.118 0.072 0.098 0.548
H 4.648 -1.057 -0.276 -0.199 0.020 -0.036 0.544
H 5.750 -3.624 -1.523 -0.423 -0.006 -0.041 0.169
H 6.463 -1.977 -1.494 -1.351 0.617 0.433 0.136
H 3.805 -1.821 -2.806 -0.035 -0.168 0.156 -0.289
H 5.396 -1.291 -3.313 -0.244 0.279 0.227 0.775
H 5.422 -4.172 -3.551 -0.210 -0.037 0.073 0.431
H 5.653 -2.953 -4.791 -0.036 0.138 0.050 0.486
H 2.585 -3.110 -6.116 0.071 0.037 -0.131 0.320
H 2.539 -1.972 -4.769 0.088 0.265 -0.214 0.110
H 4.001 -2.039 -5.837 -0.181 0.125 -0.216 0.407
H -1.232 3.415 -1.612 -0.144 -0.283 0.590 0.121
H -1.054 2.440 -2.920 -0.193 -0.693 -0.035 1.170
H 1.398 1.969 -2.269 -0.065 -0.371 0.420 0.017
H 1.192 3.360 -1.151 -0.019 -0.515 0.242 -0.489
H 0.603 4.790 -2.938 -0.382 -0.075 -0.237 0.132
H 0.492 3.380 -4.089 -0.066 0.206 -0.118 0.449
H 3.238 4.694 -2.592 -0.579 -0.051 0.018 0.128
H -3.492 -1.442 -3.625 -0.043 0.016 -0.047 0.441
H -2.745 -0.757 -5.056 -0.078 0.116 -0.083 0.451
H -4.030 0.129 -4.192 0.041 0.175 -0.097 0.426
O -4.291 -1.417 5.155 0.145 0.005 -0.047 -0.587
C -4.241 -2.287 6.009 -0.291 0.011 0.156 0.681
N -3.473 -3.399 5.811 -0.015 -0.441 -0.033 -0.183
C -4.991 -2.212 7.308 0.187 -0.117 0.053 -0.564
H -3.390 -4.151 6.483 -0.049 0.005 0.065 0.288
H -2.964 -3.465 4.942 -0.068 -0.080 -0.027 0.102
H -6.057 -2.148 7.095 0.013 -0.028 0.085 -0.097
H -4.672 -1.323 7.851 -0.050 0.055 -0.079 0.266
H -4.816 -3.087 7.931 -0.077 -0.011 -0.013 0.340
N 3.278 -0.978 -8.738 0.035 0.014 -0.122 1.079
O 2.255 -0.727 -8.084 0.037 -0.064 0.152 -0.509
O 4.380 -1.015 -8.169 -0.061 -0.037 0.117 -0.537
O 3.200 -1.191 -9.945 -0.004 0.002 0.073 -0.521
Al 2.296 -4.929 1.276 -0.487 -1.804 0.836 0.724
N 2.349 -8.825 0.324 -0.495 -0.399 -0.102 0.992
O 2.400 -9.697 1.187 0.192 0.159 0.032 -0.480
O 1.549 -8.895 -0.604 0.111 0.188 0.046 -0.503
O 3.132 -7.843 0.400 0.157 0.784 0.250 -0.547
B 1.547 8.521 -4.800 0.109 0.195 -0.442 1.165
O 1.932 7.716 -5.973 -0.241 0.440 0.161 -0.507
C 1.647 8.415 -7.072 0.440 -0.948 -0.329 0.587
O 1.837 8.047 -8.194 -0.061 0.110 0.031 -0.593
C 1.047 9.744 -6.653 -0.431 0.973 0.284 0.570
O 0.678 10.614 -7.386 0.045 -0.117 -0.044 -0.584
O 0.997 9.784 -5.321 0.188 -0.491 -0.142 -0.522
O 0.547 7.805 -3.967 0.428 0.058 0.298 -0.561
C 1.051 7.651 -2.760 -0.980 -0.318 -0.180 0.766
O 0.496 7.103 -1.841 0.081 -0.268 0.175 -0.647
C 2.438 8.265 -2.721 1.119 0.544 -0.035 0.528
O 3.168 8.286 -1.768 -0.156 -0.182 0.064 -0.629
O 2.710 8.767 -3.914 -0.542 -0.323 0.248 -0.526
Cl -3.354 -2.224 0.411 -0.477 -0.815 -0.186 -0.329
O -8.164 -2.966 7.317 -0.080 0.044 0.019 -0.621
C -9.031 -2.182 6.977 0.040 0.010 -0.077 0.672
N -8.835 -1.313 5.948 0.118 -0.009 -0.026 -0.334
C -10.375 -2.110 7.657 -0.073 0.170 -0.140 -0.898
H -9.527 -0.655 5.642 -0.031 -0.047 0.068 0.183
H -7.947 -1.340 5.474 -0.039 0.018 -0.031 0.202
H -10.227 -1.874 8.709 0.006 -0.109 0.013 0.243
H -10.868 -3.077 7.571 0.052 -0.024 0.092 0.261
H -11.019 -1.349 7.215 -0.021 -0.017 0.029 0.320
Al 7.746 -3.095 -1.868 1.653 -1.008 -0.462 0.433
O 4.200 -4.001 5.670 -0.139 -0.152 0.277 -0.386
S 4.660 -4.978 4.683 0.285 -0.156 -0.640 1.285
O 5.944 -5.500 5.153 -0.049 0.169 0.121 -0.421
O 4.820 -4.376 3.357 -0.223 -0.036 -0.398 -0.473
O 3.646 -6.039 4.597 -0.217 0.185 0.117 -0.406
O -4.498 -6.020 6.451 0.414 0.689 0.095 -0.461
H -4.918 -6.175 5.596 -0.196 -0.079 -0.283 0.306
```
Forces are in eV/Å.